Molecular formula: C26H49NO21
Method: DFT, ωB97M-V/def2-TZVPD

The calculation puts the HOMO energy at -10.01 eV. For the gap between HOMO and LUMO, the calculation gives 10.162 eV. As for the energy relative to the best compared isomer or geometry (same formula, charge and spin): 26.9 kcal/mol. The calculated total energy comes out at -72233.8726 eV. As for the SMILES: C[C@H]1COC(=O)O1.COC(=O)OC.COC(=O)OC.COC(=O)OC.COC(=O)OC.COC(=O)OC.COC(=O)OC.CCCC#N. The total charge is 0.

Atoms and positions in Å:
C  1.119  -5.118  1.377
C  0.134  -4.640  2.396
C  -1.272  -4.484  1.806
O  -2.040  -5.375  2.523
C  -1.329  -5.929  3.576
O  -1.765  -6.635  4.458
O  -0.082  -5.521  3.473
H  0.941  -6.145  1.134
H  2.144  -5.203  1.794
H  0.977  -4.614  0.395
H  0.377  -3.638  2.767
H  -1.314  -4.526  0.715
H  -1.663  -3.459  2.126
C  -1.204  5.855  -3.614
O  -2.074  4.753  -3.319
C  -2.144  4.221  -2.108
O  -1.217  4.665  -1.133
O  -3.068  3.316  -1.831
C  -3.287  3.018  -0.455
H  -0.245  5.935  -3.018
H  -1.842  6.753  -3.371
H  -0.969  5.869  -4.663
H  -4.105  2.276  -0.308
H  -3.507  3.962  0.149
H  -2.426  2.454  -0.085
C  3.916  -4.877  -1.878
O  3.305  -3.666  -2.104
C  3.931  -2.913  -2.906
O  5.293  -3.203  -3.412
O  3.337  -1.772  -3.152
C  4.022  -0.735  -4.020
H  3.135  -5.589  -1.467
H  4.796  -4.817  -1.225
H  4.080  -5.405  -2.805
H  3.314  0.031  -4.091
H  4.101  -1.059  -5.031
H  4.961  -0.358  -3.726
C  -5.937  4.672  1.992
O  -6.229  3.333  2.370
C  -5.325  2.405  2.590
O  -3.987  2.645  2.252
O  -5.767  1.237  3.197
C  -4.904  0.124  3.235
H  -6.843  5.060  1.545
H  -5.212  4.792  1.192
H  -5.605  5.340  2.728
H  -3.897  0.443  3.527
H  -4.797  -0.372  2.277
H  -5.271  -0.621  3.904
C  3.019  5.515  -4.470
O  2.012  4.817  -3.754
C  1.843  3.482  -3.944
O  2.479  2.650  -4.882
O  0.935  3.039  -3.125
C  0.608  1.641  -3.174
H  4.097  5.152  -4.266
H  2.999  6.562  -4.275
H  2.835  5.358  -5.546
H  1.478  1.067  -2.877
H  0.297  1.418  -4.228
H  -0.284  1.434  -2.537
C  -2.692  -0.785  0.341
O  -2.161  -0.786  -0.924
C  -1.035  -1.403  -1.181
O  -0.262  -2.183  -0.241
O  -0.650  -1.220  -2.407
C  0.577  -1.680  -2.769
H  -1.890  -0.677  0.984
H  -3.270  -1.626  0.585
H  -3.332  0.134  0.510
H  0.674  -2.777  -2.860
H  1.354  -1.417  -2.122
H  0.804  -1.308  -3.731
C  1.782  -2.495  5.360
O  1.952  -1.834  4.133
C  2.693  -2.408  3.209
O  3.347  -3.644  3.445
O  2.607  -1.868  2.007
C  3.241  -2.462  0.917
H  2.742  -2.962  5.736
H  1.123  -3.336  5.281
H  1.426  -1.796  6.091
H  3.224  -3.542  1.010
H  4.295  -2.141  0.807
H  2.797  -2.197  -0.096
C  0.564  0.900  0.805
C  0.141  1.176  2.240
C  -0.181  2.606  2.557
C  0.967  3.518  2.702
N  1.859  4.230  2.867
H  0.807  -0.215  0.743
H  1.393  1.510  0.602
H  -0.273  1.032  -0.001
H  0.939  0.813  2.935
H  -0.799  0.581  2.401
H  -0.745  2.545  3.522
H  -0.878  3.059  1.869

---

Molecular formula: C42H38BrIrN2O7S
Method: DFT, ωB97M-V/def2-TZVPD

The calculation puts the HOMO energy (spin up / spin down) at -10.97 / -10.97 eV. Its expectation value of S² is 0.766. For the gap between HOMO and LUMO (spin up / spin down), the calculation gives 6.761 / 4.521 eV. As for the energy relative to the best compared isomer or geometry (same formula, charge and spin): 0.0 kcal/mol. Its spin multiplicity is 2. The calculated total energy comes out at -145189.1768 eV. The total charge is +1.

Atoms and positions in Å:
Ir  -0.090  0.473  0.019
C  1.856  -5.239  1.683
C  0.719  -4.454  1.074
C  -0.378  -5.346  0.521
O  0.200  -3.558  2.046
C  -0.216  -2.411  1.344
C  0.846  -2.277  0.201
O  1.222  -3.619  0.023
C  2.128  -1.364  0.115
O  1.741  -0.002  -0.041
C  3.159  -1.394  1.242
C  4.408  -0.823  0.977
C  5.388  -0.760  1.951
C  5.141  -1.268  3.221
C  3.904  -1.819  3.501
C  2.920  -1.876  2.519
C  2.790  -1.787  -1.215
C  3.672  -2.864  -1.266
C  4.259  -3.236  -2.462
C  3.978  -2.539  -3.631
C  3.097  -1.473  -3.593
C  2.505  -1.103  -2.388
C  -0.599  -1.214  2.266
O  0.077  -0.058  1.837
C  -0.273  -1.388  3.771
C  -0.691  -2.503  4.493
C  -0.457  -2.583  5.856
C  0.187  -1.551  6.525
C  0.599  -0.437  5.814
C  0.368  -0.357  4.447
C  -2.125  -0.997  2.227
C  -3.008  -2.073  2.152
C  -4.379  -1.870  2.178
C  -4.895  -0.585  2.268
C  -4.024  0.492  2.346
C  -2.651  0.286  2.330
H  1.485  -5.852  2.504
H  2.620  -4.561  2.060
H  2.294  -5.887  0.925
H  -0.764  -5.990  1.310
H  0.020  -5.965  -0.282
H  -1.200  -4.751  0.118
H  -1.138  -2.673  0.811
H  0.286  -1.958  -0.706
H  4.612  -0.419  -0.007
H  6.349  -0.320  1.718
H  5.908  -1.229  3.984
H  3.690  -2.215  4.486
H  1.977  -2.323  2.778
H  3.898  -3.416  -0.364
H  4.942  -4.076  -2.484
H  4.445  -2.827  -4.563
H  2.875  -0.918  -4.495
H  1.826  -0.262  -2.366
H  -1.191  -3.323  4.002
H  -0.787  -3.458  6.400
H  0.354  -1.613  7.592
H  1.102  0.377  6.321
H  0.705  0.510  3.900
H  -2.631  -3.088  2.105
H  -5.048  -2.720  2.130
H  -5.965  -0.428  2.299
H  -4.415  1.499  2.433
H  -1.975  1.125  2.447
Br  -6.719  0.124  -0.952
C  -4.862  0.251  -0.919
C  -4.246  1.492  -0.870
C  -2.871  1.536  -0.824
N  -2.102  0.433  -0.823
C  -2.716  -0.762  -0.900
C  -4.083  -0.899  -0.948
H  -4.822  2.406  -0.867
H  -2.351  2.485  -0.807
H  -2.079  -1.638  -0.938
H  -4.531  -1.880  -0.993
N  0.847  2.033  0.829
C  0.467  3.382  0.497
C  -0.784  3.838  0.892
C  -1.153  5.138  0.606
C  -0.261  5.959  -0.082
C  0.981  5.497  -0.488
C  1.345  4.188  -0.201
S  -0.651  7.650  -0.259
O  0.174  8.218  -1.301
O  -2.071  7.779  -0.507
O  -0.342  8.315  1.015
H  1.825  1.800  0.616
H  0.705  1.815  1.821
H  -1.453  3.178  1.433
H  -2.121  5.521  0.900
H  1.654  6.150  -1.025
H  2.309  3.807  -0.515

---

Molecular formula: C24H20N4O8
Method: DFT, ωB97M-V/def2-TZVPD

The calculation puts the HOMO energy (spin up / spin down) at -11.77 / -11.77 eV. Its expectation value of S² is 0.770. For the gap between HOMO and LUMO (spin up / spin down), the calculation gives 6.492 / 2.547 eV. Its spin multiplicity is 2. The calculated total energy comes out at -47529.2768 eV. The total charge is +1.

Atoms and positions in Å:
C  -1.804  0.244  -0.536
C  -1.629  -0.416  0.712
C  -1.287  -1.770  0.766
C  -1.239  -2.479  -0.483
C  -1.470  -1.789  -1.661
C  -1.597  -0.433  -1.651
N  -0.818  -3.907  -0.543
O  0.202  -4.285  -1.198
O  -1.395  -4.566  0.273
H  -2.026  1.290  -0.686
H  -1.714  0.230  1.574
H  -1.098  -2.220  1.729
H  -1.343  -2.286  -2.611
H  -1.908  0.115  -2.528
C  1.662  4.516  -2.210
C  0.746  5.564  -2.208
C  -0.489  5.290  -2.618
C  -0.891  3.980  -2.939
C  0.088  2.964  -2.935
C  1.384  3.249  -2.696
N  -2.321  3.709  -3.453
O  -3.000  4.705  -3.435
O  -2.618  2.579  -3.785
H  2.626  4.661  -1.744
H  0.939  6.572  -1.874
H  -1.199  6.098  -2.518
H  -0.160  1.945  -3.191
H  2.094  2.471  -2.935
C  -0.719  4.146  2.129
C  -1.238  3.976  0.834
C  -2.525  3.437  0.649
C  -3.293  3.089  1.692
C  -2.842  3.304  2.984
C  -1.533  3.714  3.117
N  -4.641  2.394  1.472
O  -5.612  3.063  1.751
O  -4.595  1.236  1.015
H  0.293  4.476  2.310
H  -0.577  4.183  0.005
H  -2.949  3.305  -0.335
H  -3.518  3.287  3.826
H  -1.254  3.755  4.159
C  3.623  -7.101  -0.028
C  2.811  -6.071  0.138
C  2.929  -5.248  1.260
C  4.109  -5.389  2.068
C  4.983  -6.428  1.845
C  4.752  -7.330  0.805
N  4.295  -4.553  3.342
O  3.559  -3.570  3.404
O  5.181  -4.828  4.219
H  3.421  -7.777  -0.847
H  2.042  -5.917  -0.605
H  2.245  -4.430  1.431
H  5.984  -6.563  2.226
H  5.332  -8.193  0.515